(1)
Below is the molecule C10H14N4, with properties calculated with ωB97M-V/def2-TZVPD.

Properties
- Electronic energy: -16552.4988 eV
- HOMO level: -7.1683 eV
- Molar mass: 190.250 g/mol
- ΔE to the lowest compared entry with this formula, charge and spin: 3.726 eV
- SMILES string: C[C@H]1CNc2ccccc2N/C1=N\N
- Frontier orbital gap: 7.95 eV
- Max |F|: 6.07 eV/A

Geometry as ORCA input:
```
! RIJCOSX wB97M-V def2-TZVPD def2/J DEFGRID3
* xyz 0 1
C -1.434 1.391 1.459
C -1.657 1.103 0.015
C -0.508 1.896 -0.839
N 0.802 1.740 -0.427
C 1.367 0.477 -0.292
C 2.716 0.536 -0.218
C 3.533 -0.506 -0.139
C 2.983 -1.736 0.189
C 1.573 -1.892 0.223
C 0.704 -0.803 -0.006
N -0.625 -1.071 -0.268
C -1.703 -0.305 -0.208
N -2.915 -0.784 -0.416
N -3.074 -2.134 -0.335
H -0.162 1.385 1.632
H -1.631 2.531 1.626
H -1.807 0.660 2.473
H -2.519 1.524 -0.298
H -0.698 1.593 -1.929
H -0.914 2.951 -0.732
H 1.186 2.611 -0.909
H 3.059 1.635 -0.276
H 4.662 -0.371 -0.190
H 3.803 -2.455 0.594
H 1.317 -2.983 0.114
H -1.007 -2.075 -0.739
H -3.963 -2.326 -0.794
H -3.087 -2.595 0.690
*
```

(2)
Below is the molecule C10H14N6O3, with properties calculated with ωB97M-V/def2-TZVPD.

Properties
- Electronic energy: -25676.3917 eV
- HOMO level: -9.2665 eV
- Molar mass: 266.261 g/mol
- ΔE to the lowest compared entry with this formula, charge and spin: 0.000 eV
- SMILES string: N#CCCN1CCN(C(=O)c2c(N)no[n+]2[O-])CC1
- Frontier orbital gap: 9.31 eV
- Max |F|: 1.39 eV/A

Geometry as ORCA input:
```
! RIJCOSX wB97M-V def2-TZVPD def2/J DEFGRID3
* xyz 0 1
N 5.104 2.319 -3.400
C 4.494 2.039 -2.475
C 3.709 1.677 -1.325
C 2.331 1.150 -1.757
N 1.460 1.000 -0.608
C 1.732 -0.204 0.158
C 0.902 -0.186 1.440
N -0.507 -0.080 1.125
C -1.298 -1.145 1.329
O -0.873 -2.225 1.728
C -2.756 -1.031 1.097
C -3.591 -2.172 0.812
N -3.131 -3.400 0.513
N -4.848 -1.810 0.819
O -4.894 -0.498 1.120
N -3.584 -0.023 1.315
O -3.427 1.139 1.628
C -0.793 1.086 0.324
C 0.052 1.048 -0.953
H 4.260 0.924 -0.756
H 3.573 2.559 -0.695
H 1.881 1.883 -2.432
H 2.452 0.207 -2.316
H 2.789 -0.235 0.424
H 1.490 -1.114 -0.420
H 1.060 -1.103 2.010
H 1.183 0.682 2.044
H -3.802 -4.149 0.514
H -2.201 -3.592 0.864
H -1.844 1.145 0.058
H -0.532 1.976 0.905
H -0.142 1.956 -1.528
H -0.250 0.176 -1.562
*
```

(3)
Below is a structure of composition C10H14Si, with properties calculated with ωB97M-V/def2-TZVPD.

Properties
- Electronic energy: -18466.6999 eV
- HOMO level (spin up / spin down): -3.8388 / -8.7761 eV
- Molar mass: 162.308 g/mol
- ΔE to the lowest compared entry with this formula, charge and spin: 1.422 eV
- Frontier orbital gap (spin up / spin down): 4.57 / 6.87 eV
- Max |F|: 5.03 eV/A

Geometry as ORCA input:
```
! RIJCOSX wB97M-V def2-TZVPD def2/J DEFGRID3
* xyz 0 3
C 2.793 1.624 1.651
C 3.184 1.582 0.310
C 1.733 0.829 2.121
C 2.615 0.702 -0.633
C 1.215 0.016 1.164
C 1.596 -0.051 -0.158
C 0.658 -1.094 0.316
C -2.069 -2.284 -1.547
C -1.346 0.695 -1.566
C -2.656 -0.345 1.058
Si -1.571 -0.800 -0.461
H 3.154 2.260 2.459
H 4.105 2.123 -0.092
H 1.536 0.963 3.109
H 3.061 0.805 -1.532
H 0.797 -2.092 0.521
H -2.558 -1.944 -2.415
H -1.244 -2.856 -1.821
H -2.742 -2.868 -0.995
H -1.408 1.732 -1.136
H -0.315 0.876 -2.028
H -2.058 0.820 -2.318
H -2.326 -0.813 1.885
H -2.555 0.774 1.214
H -3.601 -0.653 0.892
*
```

(4)
Below is a structure of composition C10H15B11Br6I2N3OSY, with properties calculated with ωB97M-V/def2-TZVPD.

Properties
- Electronic energy: -472903.9717 eV
- HOMO level: -13.8575 eV
- Molar mass: 1166.387 g/mol
- Frontier orbital gap: 4.51 eV
- Max |F|: 1.65 eV/A

Geometry as ORCA input:
```
! RIJCOSX wB97M-V def2-TZVPD def2/J DEFGRID3
* xyz 2 1
Y 0.072 -1.419 -0.084
N 4.106 -3.855 -1.025
C 3.043 -3.131 -0.741
S 2.048 -2.366 -1.808
N 2.927 -3.097 0.729
N 1.906 -2.566 1.186
C 1.970 -2.608 2.629
C 0.993 -2.273 3.496
C 1.296 -2.386 4.925
C 0.364 -2.093 5.843
C -0.952 -1.667 5.422
C -1.311 -1.543 4.118
C -0.369 -1.824 3.101
O -0.655 -1.700 1.881
H 4.377 -4.019 -1.984
H 4.688 -4.223 -0.285
H 2.932 -2.961 2.983
H 2.289 -2.708 5.210
H 0.574 -2.166 6.900
H -1.679 -1.439 6.192
H -2.298 -1.219 3.821
I -3.397 -2.194 -0.249
C -2.947 -4.219 -0.631
I -0.859 -4.480 -0.958
H -3.438 -4.531 -1.545
H -3.228 -4.835 0.214
Br 1.917 0.884 -0.451
B 0.657 2.095 -1.414
B 1.083 3.677 -2.009
C 0.005 3.890 -3.301
B 0.695 2.354 -3.150
B -0.998 2.579 -3.686
B -1.644 4.027 -2.880
B -0.362 4.701 -1.848
B 0.028 3.533 -0.587
Br 0.622 3.989 1.196
B -1.676 3.750 -1.127
Br -3.011 4.483 0.052
B -2.069 2.425 -2.274
Br -3.824 1.610 -2.379
B -0.612 1.429 -2.440
Br -0.812 -0.542 -2.699
B -1.021 2.145 -0.882
Br -1.557 0.964 0.589
H 2.160 4.151 -2.011
H 0.350 4.497 -4.125
H 1.508 1.948 -3.899
H -1.296 2.320 -4.795
H -2.362 4.745 -3.471
H -0.230 5.865 -1.748
*
```